Entry from OMol25: C24H24Cl5N5OPbS as an isolated structure (the ωB97M-V functional and the def2-TZVPD basis).

```
61
Properties=species:S:1:pos:R:3:lowdin_charge:R:1
Pb 0.767 0.247 -1.195 1.298
C -3.116 2.052 3.728 -0.069
C -2.822 0.565 3.570 -0.203
N -1.440 0.310 3.141 0.024
C -1.048 0.403 1.873 -0.555
S 0.778 0.108 1.670 0.890
N -1.871 0.638 0.919 0.030
N -1.500 0.664 -0.398 -0.075
C -2.446 0.939 -1.235 -0.226
C -3.856 1.201 -0.811 0.003
C -2.117 1.003 -2.684 -0.225
C -3.031 1.503 -3.597 0.021
C -2.700 1.528 -4.946 -0.002
C -1.466 1.050 -5.346 -0.011
C -0.598 0.587 -4.370 -0.110
N -0.910 0.567 -3.078 -0.039
H -4.159 2.193 4.013 0.085
H -2.939 2.580 2.790 0.068
H -2.491 2.494 4.506 0.080
H -3.484 0.124 2.828 0.109
H -2.963 0.039 4.512 0.125
H -0.731 0.180 3.844 0.073
H -4.019 0.849 0.199 0.071
H -4.557 0.715 -1.488 0.099
H -4.057 2.276 -0.832 0.116
H -3.991 1.876 -3.270 0.122
H -3.404 1.917 -5.670 0.131
H -1.175 1.037 -6.387 0.126
H 0.389 0.225 -4.639 0.120
Cl 1.156 2.987 0.150 0.673
C 1.672 2.761 1.784 -0.641
C 1.456 1.559 2.457 -0.521
C 1.890 1.445 3.784 -0.669
Cl 1.651 -0.013 4.670 0.752
C 2.540 2.501 4.417 -0.695
Cl 3.090 2.341 6.023 0.762
C 2.748 3.698 3.728 -0.688
Cl 3.543 4.992 4.492 0.778
C 2.307 3.830 2.410 -0.693
Cl 2.551 5.301 1.575 0.753
O 3.368 -1.067 -0.270 -0.159
C 4.150 -1.389 -1.432 -0.239
C 3.668 -2.664 -2.092 -0.152
C 2.193 -2.591 -2.549 -0.137
C 1.222 -3.088 -1.508 -0.274
C 1.190 -4.444 -1.194 0.007
C 0.328 -4.911 -0.222 -0.010
C -0.511 -4.007 0.419 -0.025
C -0.432 -2.682 0.061 -0.137
N 0.420 -2.216 -0.872 -0.026
H 3.569 -1.709 0.420 0.102
H 5.204 -1.474 -1.164 0.130
H 4.045 -0.543 -2.112 0.120
H 3.795 -3.489 -1.386 0.121
H 4.311 -2.873 -2.948 0.129
H 2.068 -3.190 -3.451 0.131
H 1.936 -1.564 -2.821 0.051
H 1.847 -5.122 -1.724 0.135
H 0.302 -5.963 0.030 0.129
H -1.221 -4.326 1.168 0.122
H -1.100 -1.957 0.512 0.092
```

Summary:
ΔE to the lowest compared entry with this formula, charge and spin   0.0 kcal per mole
Orbital gap   8.06 eV
Highest occupied orbital energy   -0.5221 Ha
Maximum force   0.8 eV Å⁻¹
Charge   +2